Below is a structure of composition C46H41Ge2N6Ru at a distorted geometry, with properties calculated with wB97M-V/def2-TZVPD.

Cartesian coordinates (Å):
Ru: -0.046 0.196 0.107
C: 3.804 0.223 -1.485
C: 4.681 0.112 -0.394
C: 4.174 -0.038 0.868
C: 2.773 -0.011 1.088
N: 1.945 0.081 0.002
C: 2.458 0.172 -1.230
N: 2.317 -0.049 2.329
C: 1.086 0.015 2.780
N: -0.056 0.014 2.001
C: -1.185 0.124 2.791
N: -2.423 0.158 2.347
C: -2.868 0.118 1.102
C: -4.265 0.077 0.862
C: -4.748 0.038 -0.416
C: -3.856 0.017 -1.501
C: -2.516 0.042 -1.220
N: -2.030 0.103 0.023
C: -0.753 0.141 4.154
C: -1.461 0.167 5.352
C: -0.734 0.124 6.524
C: 0.663 0.074 6.519
C: 1.385 0.062 5.342
C: 0.670 0.073 4.147
H: 4.169 0.346 -2.491
H: 5.747 0.154 -0.556
H: 4.808 -0.157 1.730
H: 1.717 0.215 -2.034
H: -4.915 0.068 1.721
H: -5.811 0.027 -0.600
H: -4.207 -0.020 -2.517
H: -1.755 0.014 -2.011
H: -2.539 0.207 5.352
H: -1.251 0.130 7.469
H: 1.185 0.034 7.461
H: 2.462 0.038 5.335
N: -0.043 1.981 -0.434
C: -0.043 3.235 -0.303
C: -0.954 3.934 0.629
C: -1.564 5.124 0.227
C: -2.418 5.783 1.091
C: -2.682 5.259 2.349
C: -2.092 4.066 2.744
C: -1.235 3.403 1.887
C: 0.900 4.053 -1.082
C: 1.362 3.607 -2.323
C: 2.328 4.320 -3.000
C: 2.863 5.472 -2.437
C: 2.415 5.916 -1.201
C: 1.440 5.214 -0.519
H: -1.383 5.519 -0.762
H: -2.880 6.708 0.782
H: -3.334 5.790 3.024
H: -2.297 3.659 3.722
H: -0.731 2.500 2.206
H: 0.928 2.717 -2.756
H: 2.668 3.982 -3.967
H: 3.629 6.023 -2.961
H: 2.833 6.808 -0.760
H: 1.121 5.547 0.457
C: 0.455 -5.476 -2.202
Ge: 0.612 -3.494 -2.337
C: 2.433 -2.982 -2.988
C: -0.719 -2.685 -3.589
Ge: -0.015 -2.300 0.092
C: 1.344 -3.131 1.293
C: 2.459 -3.823 0.838
C: 3.383 -4.332 1.733
C: 3.208 -4.142 3.093
C: 2.097 -3.459 3.556
C: 1.167 -2.962 2.662
C: -1.789 -3.078 0.587
C: -2.527 -3.798 -0.348
C: -3.756 -4.339 -0.019
C: -4.281 -4.147 1.248
C: -3.560 -3.429 2.185
C: -2.324 -2.898 1.860
H: 0.676 -5.849 -3.202
H: -0.538 -5.807 -1.915
H: 1.179 -5.894 -1.508
H: 2.626 -3.628 -3.845
H: 3.216 -3.138 -2.250
H: 2.461 -1.950 -3.324
H: -0.521 -3.106 -4.575
H: -0.594 -1.606 -3.647
H: -1.745 -2.912 -3.316
H: 2.595 -3.992 -0.224
H: 4.239 -4.878 1.371
H: 3.929 -4.532 3.793
H: 1.945 -3.312 4.614
H: 0.299 -2.443 3.040
H: -2.122 -3.956 -1.339
H: -4.304 -4.909 -0.751
H: -5.245 -4.557 1.503
H: -3.957 -3.279 3.176
H: -1.781 -2.345 2.613

HOMO-LUMO gap (spin up / spin down): 5.26 / 5.13 eV
<S²>: 0.99
LUMO level (spin up / spin down): -7.95 / -8.00 eV
total charge: +2
relative energy (zero: lowest compared OMol25 entry of this formula, charge and spin): 1.957 eV
calculated total energy: -172907.3911 eV
spin multiplicity: 2

Electronic structure analysis, Mulliken charges in units of e:
1 Ru 0.58
2 C -1.08
3 C -0.54
4 C -0.79
5 C 0.16
6 N 0.57
7 C -0.51
8 N -0.27
9 C -1.69
10 N 2.14
11 C -1.13
12 N 0.00
13 C 0.22
14 C -0.89
15 C -0.51
16 C -1.04
17 C -0.37
18 N 1.05
19 C 0.14
20 C -0.51
21 C -0.77
22 C -0.82
23 C -0.27
24 C 1.02
25 H 0.59
26 H 0.49
27 H 0.64
28 H 0.66
29 H 0.64
30 H 0.50
31 H 0.54
32 H 0.41
33 H 0.59
34 H 0.49
35 H 0.48
36 H 0.60
37 N -0.21
38 C 0.19
39 C 0.17
40 C -0.32
41 C -0.87
42 C -0.61
43 C -0.72
44 C 0.17
45 C 0.24
46 C -0.37
47 C -0.80
48 C -0.47
49 C -0.80
50 C -0.34
51 H 0.60
52 H 0.43
53 H 0.44
54 H 0.49
55 H 0.45
56 H 0.50
57 H 0.46
58 H 0.44
59 H 0.44
60 H 0.52
61 C -1.10
62 Ge 0.74
63 C -1.17
64 C -1.13
65 Ge -0.50
66 C 0.69
67 C 0.16
68 C -0.86
69 C -0.81
70 C -0.93
71 C 0.04
72 C 0.39
73 C 0.05
74 C -0.89
75 C -0.69
76 C -0.99
77 C 0.38
78 H 0.49
79 H 0.37
80 H 0.38
81 H 0.54
82 H 0.36
83 H 0.31
84 H 0.52
85 H 0.28
86 H 0.34
87 H 0.09
88 H 0.48
89 H 0.43
90 H 0.50
91 H 0.33
92 H 0.09
93 H 0.48
94 H 0.43
95 H 0.48
96 H 0.35

Below is a structure of composition C46H41MnN8S2, with properties calculated with wB97M-V/def2-TZVPD.

Cartesian coordinates (Å):
Mn: -0.510 0.038 0.182
N: -0.331 0.943 -4.486
C: -0.619 0.999 -3.180
N: 0.182 0.630 -2.228
C: 1.402 0.068 -2.578
N: 2.175 -0.528 -1.719
N: 1.576 -0.665 -0.477
C: 2.372 -1.079 0.436
C: 1.898 -1.235 1.822
C: 2.797 -1.531 2.833
C: 2.323 -1.651 4.132
C: 0.970 -1.487 4.364
C: 0.142 -1.191 3.288
N: 0.590 -1.053 2.047
C: 1.850 0.144 -3.971
C: 3.135 -0.223 -4.379
C: 3.486 -0.152 -5.708
C: 2.556 0.286 -6.656
C: 1.284 0.651 -6.274
C: 0.937 0.578 -4.926
H: -1.025 1.235 -5.156
H: -1.600 1.380 -2.919
H: 3.413 -1.296 0.198
H: 3.845 -1.660 2.601
H: 3.001 -1.873 4.945
H: 0.551 -1.589 5.355
H: -0.925 -1.060 3.427
H: 3.835 -0.566 -3.631
H: 4.480 -0.438 -6.022
H: 2.834 0.343 -7.699
H: 0.562 0.993 -7.004
S: 4.963 4.465 2.073
C: 6.340 4.100 1.134
C: 6.089 3.121 0.224
C: 4.750 2.655 0.292
C: 4.011 3.293 1.251
C: 2.609 3.049 1.611
C: 1.825 2.203 0.804
N: 0.597 1.834 1.090
C: 0.016 2.335 2.207
C: 0.661 3.273 3.018
C: -0.043 3.851 4.133
C: -1.313 3.493 4.407
C: -1.981 2.488 3.624
C: -3.292 2.060 3.893
C: -3.864 1.055 3.143
C: -3.058 0.464 2.147
N: -1.842 0.864 1.858
C: -1.307 1.885 2.561
C: -5.241 0.597 3.349
C: -6.194 1.151 4.160
C: -7.432 0.465 4.111
C: -7.396 -0.598 3.261
S: -5.875 -0.768 2.514
C: 1.990 3.603 2.711
H: 7.261 4.632 1.302
H: 6.827 2.745 -0.467
H: 4.361 1.874 -0.346
H: 2.225 1.838 -0.134
H: 0.468 4.589 4.737
H: -1.847 3.944 5.233
H: -3.840 2.530 4.699
H: -3.425 -0.373 1.563
H: -6.025 2.028 4.768
H: -8.305 0.749 4.677
H: -8.188 -1.291 3.031
H: 2.520 4.298 3.352
C: -3.679 3.592 -1.061
C: -3.998 2.118 -1.085
C: -5.300 1.670 -1.277
C: -5.557 0.304 -1.275
C: -6.959 -0.211 -1.466
C: -4.526 -0.607 -1.073
C: -3.185 -0.209 -0.871
C: -2.983 1.194 -0.905
N: -2.113 -1.015 -0.566
C: -2.213 -2.477 -0.684
C: -0.801 -3.034 -0.482
C: -3.092 -3.096 0.415
C: -2.643 -2.930 -2.088
H: -4.566 4.190 -1.259
H: -2.925 3.849 -1.808
H: -3.284 3.889 -0.087
H: -6.106 2.379 -1.422
H: -7.663 0.604 -1.620
H: -7.285 -0.779 -0.592
H: -7.015 -0.878 -2.327
H: -4.800 -1.649 -1.039
H: -1.975 1.601 -0.781
H: -0.410 -2.759 0.501
H: -0.125 -2.652 -1.251
H: -0.808 -4.122 -0.547
H: -2.688 -2.826 1.395
H: -3.087 -4.185 0.343
H: -4.129 -2.767 0.380
H: -1.926 -2.548 -2.819
H: -3.630 -2.586 -2.379
H: -2.636 -4.019 -2.148

HOMO-LUMO gap (spin up / spin down): 5.53 / 5.61 eV
<S²>: 8.76
LUMO level (spin up / spin down): -3.07 / -3.12 eV
total charge: +1
relative energy (zero: lowest compared OMol25 entry of this formula, charge and spin): 0.000 eV
calculated total energy: -113277.7434 eV
spin multiplicity: 6

Electronic structure analysis, Mulliken charges in units of e:
1 Mn 1.42
2 N 0.16
3 C -0.79
4 N 0.18
5 C -0.14
6 N -1.61
7 N 1.64
8 C -0.98
9 C 1.00
10 C -0.92
11 C -0.55
12 C -0.97
13 C -0.23
14 N 0.42
15 C 0.87
16 C -0.41
17 C -0.89
18 C -0.44
19 C -1.00
20 C 0.09
21 H 0.29
22 H 0.63
23 H 0.27
24 H 0.51
25 H 0.46
26 H 0.48
27 H 0.47
28 H 0.48
29 H 0.43
30 H 0.41
31 H 0.41
32 S -0.18
33 C -0.37
34 C -0.66
35 C -0.37
36 C 0.33
37 C 0.52
38 C -0.91
39 N 0.51
40 C -0.63
41 C 0.60
42 C -1.19
43 C -1.04
44 C 0.63
45 C -0.89
46 C 0.44
47 C -0.60
48 N 1.49
49 C -0.80
50 C 0.49
51 C -0.55
52 C -0.63
53 C -0.43
54 S 0.09
55 C -0.82
56 H 0.45
57 H 0.40
58 H 0.47
59 H 0.57
60 H 0.48
61 H 0.47
62 H 0.43
63 H -0.33
64 H 0.39
65 H 0.43
66 H 0.46
67 H 0.47
68 C -1.61
69 C 0.22
70 C -0.71
71 C -0.09
72 C -1.77
73 C -0.52
74 C 0.55
75 C -0.80
76 N 1.48
77 C 0.81
78 C -1.75
79 C -1.34
80 C -1.55
81 H 0.43
82 H 0.29
83 H 0.24
84 H 0.35
85 H 0.41
86 H 0.28
87 H 0.34
88 H 0.68
89 H 0.77
90 H 0.24
91 H 0.11
92 H 0.57
93 H 0.13
94 H 0.54
95 H 0.21
96 H 0.26
97 H 0.34
98 H 0.49

Below is a structure of composition C46H41N6OsP2S, with properties calculated with wB97M-V/def2-TZVPD.

Cartesian coordinates (Å):
Os: 0.918 -1.206 0.930
C: 4.980 -0.606 -0.431
C: 5.559 0.270 0.459
C: 4.817 0.670 1.563
C: 3.524 0.176 1.763
N: 2.921 -0.612 0.820
C: 3.657 -0.998 -0.228
N: 2.996 0.488 2.982
C: 1.962 -0.110 3.525
N: 1.093 -0.991 2.929
C: 0.231 -1.450 3.898
N: -0.722 -2.315 3.747
C: -1.140 -2.871 2.566
C: -2.100 -3.867 2.757
C: -2.699 -4.497 1.679
C: -2.352 -4.065 0.419
C: -1.390 -3.069 0.284
N: -0.745 -2.493 1.305
C: 0.549 -0.833 5.168
C: 0.007 -0.982 6.435
C: 0.577 -0.218 7.436
C: 1.662 0.670 7.186
C: 2.208 0.811 5.929
C: 1.631 0.047 4.919
H: 5.513 -0.972 -1.297
H: 6.569 0.628 0.315
H: 5.222 1.322 2.323
H: 3.169 -1.644 -0.945
H: -2.354 -4.109 3.779
H: -3.432 -5.278 1.829
H: -2.803 -4.480 -0.471
H: -1.125 -2.727 -0.702
H: -0.809 -1.662 6.630
H: 0.196 -0.296 8.446
H: 2.067 1.239 8.011
H: 3.038 1.476 5.738
C: -1.270 3.313 -6.032
S: -0.194 3.448 -4.585
C: -1.230 2.666 -3.340
C: -1.340 1.153 -3.476
C: -1.922 0.463 -2.244
N: -0.909 0.137 -1.193
P: 0.512 -0.738 -1.432
C: 1.748 0.277 -2.271
C: 2.337 1.347 -1.591
C: 3.266 2.156 -2.220
C: 3.638 1.896 -3.535
C: 3.086 0.819 -4.210
C: 2.151 0.007 -3.582
C: 0.307 -2.215 -2.436
C: -0.430 -2.285 -3.622
C: -0.464 -3.463 -4.355
C: 0.247 -4.576 -3.928
C: 0.986 -4.521 -2.753
C: 1.005 -3.351 -2.010
P: -0.908 0.811 0.369
C: -1.264 2.563 0.262
C: -0.260 3.471 -0.093
C: -0.549 4.820 -0.196
C: -1.837 5.275 0.058
C: -2.835 4.385 0.427
C: -2.552 3.032 0.545
C: -2.263 0.131 1.343
C: -2.264 0.396 2.711
C: -3.302 -0.061 3.510
C: -4.336 -0.799 2.950
C: -4.338 -1.070 1.586
C: -3.310 -0.601 0.782
H: -0.799 3.893 -6.823
H: -2.243 3.756 -5.824
H: -1.388 2.289 -6.382
H: -2.220 3.131 -3.329
H: -0.751 2.918 -2.392
H: -0.335 0.780 -3.683
H: -1.953 0.891 -4.342
H: -2.446 -0.459 -2.505
H: -2.654 1.120 -1.768
H: 2.077 1.554 -0.557
H: 3.704 2.991 -1.688
H: 4.361 2.531 -4.029
H: 3.373 0.610 -5.231
H: 1.741 -0.831 -4.127
H: -0.977 -1.430 -3.988
H: -1.042 -3.506 -5.268
H: 0.225 -5.486 -4.512
H: 1.539 -5.386 -2.415
H: 1.571 -3.341 -1.080
H: 0.741 3.130 -0.314
H: 0.226 5.518 -0.481
H: -2.062 6.330 -0.028
H: -3.835 4.743 0.628
H: -3.339 2.355 0.845
H: -1.469 0.989 3.154
H: -3.311 0.166 4.568
H: -5.149 -1.150 3.570
H: -5.155 -1.628 1.149
H: -3.330 -0.806 -0.281

HOMO-LUMO gap (spin up / spin down): 5.16 / 2.25 eV
<S²>: 6.12
LUMO level (spin up / spin down): -9.16 / -12.07 eV
total charge: +3
relative energy (zero: lowest compared OMol25 entry of this formula, charge and spin): 0.000 eV
calculated total energy: -89164.1877 eV
spin multiplicity: 5

Electronic structure analysis, Mulliken charges in units of e:
1 Os 1.10
2 C -0.99
3 C -0.63
4 C -0.45
5 C 0.45
6 N 0.23
7 C 0.28
8 N -0.41
9 C -0.08
10 N 0.10
11 C -0.18
12 N -0.30
13 C 0.12
14 C -0.25
15 C -0.79
16 C -1.28
17 C -0.36
18 N 0.08
19 C 0.64
20 C -0.35
21 C -0.62
22 C -0.63
23 C -0.38
24 C 0.37
25 H 0.55
26 H 0.51
27 H 0.58
28 H 0.27
29 H 0.61
30 H 0.48
31 H 0.57
32 H 0.86
33 H 0.60
34 H 0.46
35 H 0.46
36 H 0.59
37 C -0.95
38 S 0.00
39 C 0.28
40 C -0.72
41 C -1.03
42 N 1.52
43 P -0.56
44 C 2.14
45 C -0.68
46 C -1.11
47 C -0.90
48 C -1.00
49 C -0.53
50 C 0.83
51 C -0.10
52 C -0.90
53 C -0.76
54 C -1.00
55 C 0.07
56 P -0.33
57 C 0.92
58 C -0.42
59 C -0.49
60 C -0.77
61 C -0.84
62 C -0.67
63 C 0.95
64 C -0.39
65 C -0.88
66 C -0.78
67 C -0.79
68 C -0.48
69 H 0.41
70 H 0.30
71 H 0.27
72 H 0.68
73 H -1.04
74 H 0.07
75 H 0.64
76 H 0.53
77 H 0.78
78 H 0.12
79 H 0.59
80 H 0.52
81 H 0.52
82 H 0.49
83 H 0.26
84 H 0.50
85 H 0.44
86 H 0.49
87 H 0.24
88 H 0.04
89 H 0.49
90 H 0.45
91 H 0.48
92 H 0.52
93 H 0.63
94 H 0.50
95 H 0.45
96 H 0.52
97 H 0.30

Below is a structure of composition C46H42N3O4S3Ti at a distorted geometry, with properties calculated with wB97M-V/def2-TZVPD.

Cartesian coordinates (Å):
Ti: -0.394 1.003 -0.504
S: 0.453 -3.174 0.097
C: 1.770 -4.301 -0.174
C: 1.964 -5.459 -0.906
C: 3.220 -6.044 -0.823
C: 4.234 -5.489 -0.038
C: 4.033 -4.324 0.689
C: 2.781 -3.742 0.595
S: 1.991 -2.307 1.252
H: 1.179 -5.901 -1.504
H: 3.418 -6.954 -1.373
H: 5.195 -5.982 0.008
H: 4.822 -3.902 1.296
C: 1.329 7.174 -5.380
O: -0.083 7.019 -5.414
C: -0.757 7.123 -4.236
C: -0.145 7.200 -2.989
C: -0.929 7.290 -1.843
C: -2.305 7.320 -1.944
C: -2.912 7.300 -3.196
C: -2.148 7.169 -4.337
N: -3.184 7.532 -0.803
N: -3.106 6.828 0.218
C: -2.204 5.686 0.245
C: -1.136 5.691 1.086
C: -0.210 4.619 1.102
C: -0.409 3.525 0.314
O: 0.477 2.483 0.247
C: -1.618 3.454 -0.453
N: -1.873 2.285 -1.128
C: -2.933 2.168 -1.894
C: -3.867 3.211 -2.022
C: -3.663 4.364 -1.323
C: -2.506 4.531 -0.522
H: 1.659 7.124 -6.413
H: 1.804 6.374 -4.806
H: 1.601 8.141 -4.952
H: 0.930 7.206 -2.896
H: -0.448 7.369 -0.880
H: -3.989 7.393 -3.265
H: -2.600 7.143 -5.319
H: -0.962 6.558 1.709
H: 0.678 4.668 1.717
H: -3.068 1.217 -2.397
H: -4.740 3.069 -2.640
H: -4.395 5.159 -1.371
C: -6.303 2.691 2.142
C: -4.952 2.044 2.049
C: -4.712 0.991 1.175
C: -3.460 0.408 1.040
C: -3.288 -0.759 0.104
C: -2.389 0.893 1.797
C: -0.990 0.512 1.581
O: -0.482 -0.379 0.705
C: -2.626 1.901 2.755
C: -1.550 2.387 3.693
C: -3.891 2.463 2.846
H: -7.081 2.042 1.743
H: -6.334 3.627 1.581
H: -6.559 2.925 3.175
H: -5.529 0.598 0.578
H: -4.257 -1.069 -0.290
H: -2.822 -1.615 0.594
H: -2.654 -0.542 -0.768
H: -0.268 0.817 2.331
H: -0.712 2.855 3.171
H: -1.140 1.573 4.292
H: -1.960 3.125 4.381
H: -4.052 3.245 3.581
O: -0.370 -0.107 -2.150
S: 0.563 -1.159 -2.781
C: -0.218 -1.498 -4.383
C: -1.705 -1.288 -4.299
C: -2.507 -2.108 -3.514
C: -3.875 -1.892 -3.453
C: -4.446 -0.854 -4.182
C: -3.648 -0.033 -4.964
C: -2.275 -0.244 -5.016
C: 1.998 -0.173 -3.317
C: 1.606 1.105 -3.988
C: 1.303 2.219 -3.205
C: 0.798 3.375 -3.779
C: 0.614 3.442 -5.154
C: 0.981 2.364 -5.950
C: 1.476 1.203 -5.371
H: 0.052 -2.530 -4.612
H: 0.220 -0.834 -5.121
H: -2.067 -2.922 -2.948
H: -4.493 -2.538 -2.846
H: -5.515 -0.696 -4.146
H: -4.090 0.769 -5.539
H: -1.648 0.401 -5.619
H: 2.576 -0.853 -3.946
H: 2.561 -0.011 -2.395
H: 1.512 2.208 -2.138
H: 0.556 4.227 -3.154
H: 0.216 4.342 -5.604
H: 0.885 2.426 -7.025
H: 1.778 0.377 -6.005

HOMO-LUMO gap (spin up / spin down): 6.12 / 6.12 eV
LUMO level (spin up / spin down): -3.05 / -3.05 eV
total charge: +1
relative energy (zero: lowest compared OMol25 entry of this formula, charge and spin): 2.734 eV
calculated total energy: -116659.4460 eV

Electronic structure analysis, Mulliken charges in units of e:
1 Ti 0.15
2 S -0.05
3 C 0.17
4 C -0.70
5 C -0.42
6 C -0.44
7 C -0.58
8 C 0.37
9 S -0.16
10 H 0.43
11 H 0.38
12 H 0.38
13 H 0.43
14 C -0.78
15 O -0.46
16 C 0.78
17 C -0.37
18 C -0.46
19 C 0.08
20 C -0.30
21 C -0.77
22 N -0.41
23 N -0.57
24 C -0.03
25 C -0.48
26 C -0.45
27 C 0.62
28 O -1.32
29 C 0.14
30 N 1.40
31 C -0.21
32 C -1.54
33 C -0.53
34 C 0.65
35 H 0.24
36 H 0.27
37 H 0.38
38 H 0.47
39 H 0.55
40 H 0.44
41 H 0.49
42 H 0.56
43 H 0.55
44 H 0.09
45 H 0.56
46 H 0.72
47 C -1.49
48 C 0.40
49 C -0.82
50 C 0.84
51 C -1.18
52 C 0.88
53 C -0.40
54 O -0.06
55 C 0.71
56 C -1.90
57 C -0.77
58 H 0.39
59 H 0.25
60 H 0.39
61 H 0.34
62 H 0.51
63 H 0.32
64 H -0.04
65 H 0.65
66 H 0.33
67 H 0.40
68 H 0.39
69 H 0.38
70 O -0.45
71 S 0.60
72 C -0.71
73 C 0.27
74 C -0.16
75 C -0.60
76 C -0.51
77 C -0.90
78 C -0.14
79 C -1.64
80 C 0.36
81 C -0.22
82 C -0.78
83 C -0.33
84 C -0.91
85 C -0.24
86 H 0.61
87 H 0.12
88 H 0.42
89 H 0.44
90 H 0.43
91 H 0.45
92 H 0.35
93 H 0.57
94 H 0.49
95 H 0.62
96 H 0.58
97 H 0.50
98 H 0.47
99 H 0.57

> calculated total energy of number 3 (C46H41N6OsP2S)?

-89164.1877 eV